C75H188N12O25 | ωB97M-V/def2-TZVPD

```
300
C75H188N12O25 | the OMol25 dataset | ωB97M-V/def2-TZVPD
C -4.01 5.78 -0.34
O 8.41 -2.01 -9.65
H 6.12 -5.39 -3.74
H -4.89 0.08 11.29
C -4.13 -5.44 -13.49
H -1.57 -8.38 1.96
H -8.67 -1.28 8.76
H -6.43 -3.04 8.26
H 4.44 10.23 -9.09
H -7.13 10.57 -4.55
H 2.74 9.76 -9.12
H -4.41 -1.66 7.07
H 6.78 -2.29 2.77
H 5.15 10.97 -6.81
H 6.09 -3.50 -7.83
C 8.79 5.97 2.77
H 10.03 -8.70 -2.05
C -8.54 -10.31 5.86
H 4.06 9.31 4.33
H 6.98 6.44 3.40
H 6.68 1.83 -4.78
H 3.04 5.09 8.64
C 4.43 10.33 -6.31
C -3.17 -2.14 -7.07
C 5.49 -1.02 -7.29
O 2.86 6.82 -3.16
C -6.70 -9.08 4.91
C 3.36 5.58 11.08
C -6.21 -2.92 -9.12
C -2.44 -7.94 2.44
H -5.46 -10.24 3.61
C -2.92 4.74 6.19
H 0.05 -13.16 -1.47
N -5.60 -2.98 -10.46
C -6.47 10.34 -2.49
C 7.25 -2.72 -9.51
H -5.72 11.00 -2.93
O -4.79 6.84 -0.97
C 1.77 6.35 7.73
H -1.64 -0.14 0.81
C 6.78 8.87 4.16
H -2.05 5.40 6.06
H 4.33 1.71 6.83
C 7.02 -5.63 -3.16
H -2.99 -1.09 -7.27
H -7.33 -3.06 -11.67
H -7.31 -8.96 4.01
N 2.76 6.05 8.75
C -9.32 10.45 -3.27
C -5.34 -2.35 -1.22
C -5.57 2.12 -5.76
C 6.02 -4.31 0.30
H -6.45 -4.75 -2.01
C -0.93 1.70 6.89
H 5.31 3.94 11.84
H 8.41 -9.30 -2.35
H -9.41 11.08 -4.15
C 5.49 0.12 -6.27
H -0.74 -5.52 3.78
H 9.81 5.83 3.13
N -7.32 -2.67 7.98
O 6.96 4.74 1.69
H 6.57 8.94 5.23
H -7.20 9.04 -0.17
O -7.18 -10.23 5.64
H -10.33 10.05 -3.18
H -3.46 4.74 5.24
H 7.82 -4.91 -3.34
H -4.67 -4.71 -2.40
O -8.47 9.34 -3.56
H -3.97 -4.72 -14.28
O -5.78 -2.88 -2.43
C 8.86 -1.71 -10.97
H -5.73 -3.07 -0.50
H 2.10 -0.47 -0.56
C 6.48 2.22 -5.78
C -0.13 -0.30 -0.85
H -1.65 1.13 7.47
H -4.79 -3.58 -10.30
O -5.24 -3.29 6.10
H 7.29 -3.71 -9.97
H 4.02 6.99 -1.51
H -4.97 9.01 -2.03
C 1.66 -8.61 -2.15
H 4.36 2.51 11.62
C -7.79 -1.82 9.11
H 8.89 -2.59 -11.62
H -6.03 1.74 -1.31
O 6.45 -3.14 0.99
N 0.85 -10.74 -1.27
H -4.56 -1.51 5.34
H -3.68 -2.26 -6.11
H -1.20 3.22 5.28
H -5.32 -2.92 -13.01
H -3.84 -1.33 11.55
O -2.53 3.52 6.82
H 7.83 -6.97 -4.62
H -8.80 -10.99 6.67
H 1.23 1.12 8.31
H -0.12 -13.60 0.27
O -0.82 0.45 -1.80
O -3.89 -2.62 -8.19
H 7.29 2.89 -6.06
C 4.29 3.57 11.87
O -2.10 -6.97 3.34
C -4.87 -1.00 11.38
H 1.72 5.84 -1.65
H 4.94 -4.42 0.27
H -8.92 -9.38 6.30
C -5.29 -9.46 4.35
C 4.55 9.27 3.36
C 2.30 6.24 10.15
H -5.56 -0.61 -0.05
H 7.86 -3.38 -7.62
H 1.58 6.19 5.70
H 0.92 7.07 -2.62
H -0.31 -0.68 7.60
C -7.15 9.79 -3.80
H -0.13 -1.38 -1.00
C -1.78 2.63 5.99
H -5.94 -4.53 -3.65
H 6.44 -2.14 -9.93
H -6.79 -8.12 5.40
H -5.06 8.20 0.61
H 6.50 -4.01 2.90
H 7.00 9.88 3.81
C 0.94 -11.70 -0.20
H 3.95 3.65 12.90
C -5.66 -4.31 -2.62
N 7.91 6.66 3.71
N -5.26 -0.04 -2.11
C -5.69 -3.87 -12.63
H -7.26 7.85 -1.50
H 1.64 1.09 -1.24
H 3.29 6.38 6.10
H -3.31 -12.63 -0.39
H -9.05 -10.53 4.92
H 4.66 -1.68 -7.03
H -0.31 2.30 7.55
O -1.41 -12.23 -0.48
C 6.54 -4.37 -1.17
H 2.82 -9.89 -0.91
H 0.70 -11.23 0.76
C 3.63 7.63 -2.30
C -7.14 -1.95 6.70
H 2.32 3.75 4.22
C -0.11 -12.79 -0.46
H -1.56 -5.40 2.18
H -2.76 -9.52 4.11
H -3.55 5.06 -1.02
C -6.60 8.45 -0.87
O -5.88 1.38 -4.63
H 3.82 11.04 -5.76
C 1.58 0.21 7.82
C -5.59 2.01 -3.43
H -3.39 -9.89 2.52
H 9.81 -1.21 -10.81
C 0.11 -6.94 -3.02
H 5.82 -3.82 -1.78
H 5.39 -0.69 -8.32
H -4.68 5.06 0.14
H -4.26 -2.39 -1.12
H 8.29 -0.88 -11.39
H 3.09 5.83 12.11
C 1.67 6.28 -2.65
H -4.50 2.10 -5.95
H -4.89 -6.14 -13.85
C 8.07 8.11 3.77
H 5.19 -2.84 2.68
H -2.35 -14.02 -0.13
H -6.45 -2.53 4.65
H -6.35 -3.97 -8.85
H 1.19 5.52 -3.26
H -3.19 -5.96 -13.28
H -3.02 -7.43 1.67
N 6.79 -1.64 -7.24
H 3.32 8.64 -4.67
H -4.54 2.27 -3.26
H 5.38 8.41 -5.83
N 4.12 9.09 -4.24
C -2.44 -13.15 -0.78
O 3.42 4.19 10.94
C 3.52 10.22 -8.51
H 4.47 0.52 -6.19
H -9.27 11.03 -2.34
H -3.51 5.30 6.91
H 8.89 8.32 4.45
H -2.18 -2.59 -7.00
O 3.65 9.56 -7.25
H 4.83 10.26 3.01
H 2.31 -7.75 -2.01
C 1.76 -9.65 -1.03
C 4.70 8.31 -3.12
H 1.90 -12.21 -0.17
C 3.48 1.60 7.50
O -5.55 -1.54 10.21
C 8.16 4.61 2.47
C -5.24 -2.16 -8.16
H -5.44 -0.44 -3.02
H -4.56 -7.57 3.92
O 2.76 0.49 7.02
H 8.00 4.11 3.42
H -2.67 -13.33 -1.83
H -0.24 -6.52 2.39
H 8.24 8.35 2.72
H -5.25 -1.09 -8.36
H -2.43 1.98 5.40
H -8.15 -1.60 6.49
H 0.78 -6.12 -2.77
H 5.63 2.90 -5.78
C -4.31 -2.22 6.13
C 0.47 -0.31 6.93
C -1.09 -6.07 2.90
H -5.95 3.14 -5.62
H 0.84 5.81 7.94
H 0.08 -0.39 1.27
H 0.80 -1.14 6.30
O 6.27 1.19 -6.77
H 9.56 -8.99 -3.70
H -0.92 -6.60 -3.08
H -6.05 2.99 -3.37
N -4.54 -8.51 3.55
C -3.23 -9.07 3.23
H -1.76 0.29 -1.71
H 2.39 7.30 10.37
H 6.37 -5.17 0.88
H 7.40 -0.95 -7.65
H -3.26 6.15 0.35
C 2.36 5.91 6.41
H 0.38 -7.29 -4.02
C 1.36 0.04 -1.17
H -0.39 1.14 0.72
H -7.16 -0.21 10.29
H 3.15 11.24 -8.40
C 5.10 9.33 -5.32
H 3.41 2.89 5.10
C -6.04 1.15 -2.22
N -5.82 9.39 -1.64
O 8.71 -7.30 -2.75
C -5.84 -0.94 -1.06
C -6.57 -2.93 5.66
H 6.43 2.70 1.91
H -6.91 -1.08 -1.15
H 7.50 -3.85 -1.15
H 6.67 -7.64 -3.50
O 2.50 4.43 6.23
H 5.46 3.57 0.79
H 7.52 -6.11 -1.31
H -5.44 -1.28 12.27
C -0.60 0.08 0.56
H 1.52 7.41 7.81
C 6.47 3.51 1.18
H 8.94 6.54 1.86
H 4.28 6.15 10.93
H -7.35 -3.66 5.48
H 3.71 1.44 8.55
H 0.73 1.25 5.79
H 1.63 -9.13 -0.08
H -6.83 -4.61 -10.94
O 5.73 8.40 3.33
C -5.63 7.60 -0.10
H -7.06 11.02 -1.88
H 1.88 -8.99 -3.14
H 6.03 9.73 -4.90
H -6.29 -4.27 -13.44
O -4.63 -4.77 -12.37
H -7.09 0.90 -2.37
H 5.84 -0.21 -5.29
C 6.19 -3.11 2.37
H -4.66 -9.92 5.11
C -6.49 -3.68 -11.38
H -3.31 -2.66 6.15
H 3.88 4.51 4.60
H 5.27 8.91 -2.41
H 1.54 -0.35 -2.17
H 3.83 8.88 2.64
H 7.19 3.13 0.46
H -6.60 8.92 -4.16
H -8.10 -2.38 9.99
C 7.54 -6.98 -3.57
H -5.70 -2.14 -7.17
O 0.33 -8.03 -2.09
H 1.79 -0.48 8.63
H -6.25 -0.26 8.81
N 6.71 -5.68 -1.74
H -6.58 -1.02 6.77
C 3.06 3.92 5.00
H -6.09 1.68 -6.61
H 2.97 8.35 -1.83
C 9.19 -8.64 -2.74
H 3.02 2.58 7.40
H 8.87 4.03 1.88
H 5.34 7.52 -3.51
H -6.19 6.89 0.52
H 1.33 5.75 10.23
H -7.23 -2.54 -9.14
C 6.97 -2.87 -8.00
C -6.64 -0.89 9.61
H -0.09 -10.39 -1.37
N -0.09 0.72 6.06
```

Its total energy is -149869.24515 eV. The calculation puts the molar mass at 1658.39 g/mol. The gap between HOMO and LUMO comes out at 8.30 eV. For the energy relative to the best compared isomer or geometry (same formula, charge and spin), the calculation gives 2.364 eV. Its highest occupied orbital energy is -8.166 eV.